Below is 3 unconnected molecules or ions with the total composition CH10NO2, with properties calculated with the ωB97M-V functional and the def2-TZVPD basis.

Properties
Total charge: +1
Energy above the lowest of the compared OMol25 structures with the same formula, charge and spin, eV: 0.562
HOMO, eV: -16.01
Largest force on an atom, eV Å⁻¹: 2.31
Kohn-Sham gap, eV: 12.7199
Lowest unoccupied orbital energy, eV: -3.29
Calculated total energy, eV: -6778.07716

```
14
Properties=species:S:1:pos:R:3:nbo_charge:R:1
C 0.1296 1.1949 0.9555 -0.4332
N 0.6647 0.0626 0.1336 -0.6962
H 0.7843 1.3925 1.7985 0.2417
H 0.0098 2.1158 0.3866 0.2492
H -0.9197 0.9783 1.1622 0.2381
H 1.6698 -0.1193 0.1076 0.4374
H 0.4028 0.2029 -0.8505 0.4554
H 0.1844 -0.8036 0.4193 0.4732
H 0.0853 0.5709 -2.9053 0.4817
H -1.0948 1.5662 -3.0068 0.5066
O -0.5601 1.0972 -2.3925 -0.9774
H -0.0760 -3.3973 1.2112 0.5031
H -0.8735 -2.3600 1.9026 0.4886
O -0.4066 -2.5011 1.0780 -0.9682
```

---

Below is 2 unconnected molecules or ions with the total composition C6H14N2O2, with properties calculated with the ωB97M-V functional and the def2-TZVPD basis.

Properties
Total charge: 0
Structure (SMILES): CCC(N)=O.CCC(N)=O
Energy above the lowest of the compared OMol25 structures with the same formula, charge and spin, eV: 0.594
HOMO, eV: -9.78
Largest force on an atom, eV Å⁻¹: 3.29
Kohn-Sham gap, eV: 10.2253
Lowest unoccupied orbital energy, eV: 0.45
Calculated total energy, eV: -13525.03065

```
24
Properties=species:S:1:pos:R:3:nbo_charge:R:1
C 0.6707 -0.1814 4.2273 -0.6011
C -0.3169 -0.4743 3.1359 -0.4999
C 0.2982 -1.5711 2.2525 0.6717
N -0.5494 -2.4983 1.7479 -0.8331
O 1.4885 -1.6042 2.0019 -0.6216
H 0.1444 0.4969 4.9198 0.2048
H 1.5798 0.3252 3.8617 0.2301
H 0.9711 -1.0864 4.7816 0.2109
H -1.3356 -0.7630 3.4590 0.2028
H -0.4011 0.4661 2.5580 0.2327
H -1.4834 -2.6197 2.1471 0.3953
H -0.2612 -3.0577 0.9413 0.4076
C -1.2613 2.1395 -2.8912 -0.6049
C -0.6192 0.7974 -2.7606 -0.5012
C 0.7092 0.7988 -3.5420 0.6720
N 1.5380 -0.0940 -3.0463 -0.8150
O 0.9511 1.4112 -4.5537 -0.6201
H -1.3843 2.4137 -3.9525 0.2284
H -0.6838 2.9328 -2.3875 0.2075
H -2.2592 2.0808 -2.4251 0.2018
H -0.4290 0.6037 -1.6874 0.1996
H -1.3056 0.0105 -3.1281 0.2268
H 1.5128 -0.5071 -2.1108 0.4062
H 2.4260 -0.0198 -3.5489 0.3988
```

---

Below is a molecular structure, C26H30ClCoN4O4, with properties calculated with the ωB97M-V functional and the def2-TZVPD basis.

Properties
Total charge: +2
Energy above the lowest of the compared OMol25 structures with the same formula, charge and spin, eV: 0.980
HOMO, eV: -13.76
Largest force on an atom, eV Å⁻¹: 0.40
Kohn-Sham gap, eV: 7.0756
Lowest unoccupied orbital energy, eV: -6.69
Calculated total energy, eV: -91736.58388

```
66
Properties=species:S:1:pos:R:3:nbo_charge:R:1
Co -0.8258 -0.7687 -0.3004 1.3441
C 5.1152 -4.5407 0.1134 -0.6327
C 4.0404 -3.5158 -0.1087 -0.0652
C 4.3188 -2.2408 -0.5581 -0.0596
C 3.3152 -1.2768 -0.7700 -0.2594
C 3.7101 -0.0016 -1.2489 0.2697
N 2.9020 1.0000 -1.4267 -0.4898
C 3.3089 2.3220 -1.8967 -0.2248
C 2.2292 2.9669 -2.7613 -0.4270
C 0.8755 3.0571 -2.0679 -0.2605
N 1.0156 3.7788 -0.7966 -0.4632
C 0.1700 3.9110 0.1860 0.2881
C -1.0826 3.2851 0.4418 -0.2675
C -1.9509 4.0921 1.2152 -0.0642
C -3.2488 3.7404 1.5160 -0.0692
C -4.1565 4.6184 2.3272 -0.6318
C -3.6688 2.5010 1.0360 -0.0541
C -2.8249 1.6259 0.3611 -0.1714
C -3.3812 0.3844 -0.1027 0.2205
N -2.7428 -0.6523 -0.5044 -0.4643
C -3.6452 -1.7540 -0.9371 -0.2372
C -2.9115 -3.0038 -1.3518 -0.4282
C -2.0226 -3.4794 -0.2204 -0.2510
N -0.7693 -2.7060 -0.2285 -0.4548
C 0.3053 -3.3829 -0.0455 0.2233
C 1.6612 -2.9089 -0.1166 -0.2477
C 2.6936 -3.8238 0.0816 -0.0350
C 1.9478 -1.5888 -0.5147 0.5305
O 1.0290 -0.6892 -0.6756 -0.7432
C -1.4815 1.9649 0.0689 0.4543
O -0.6733 1.1183 -0.4779 -0.7092
H 6.0663 -4.0661 0.3481 0.2338
H 5.2576 -5.1569 -0.7752 0.2413
H 4.8595 -5.2015 0.9400 0.2362
H 5.3481 -1.9594 -0.7528 0.2264
H 4.7560 0.1622 -1.4929 0.2222
H 1.9310 0.8136 -1.1527 0.4583
H 4.2367 2.2175 -2.4574 0.2389
H 3.5353 2.9352 -1.0202 0.2053
H 2.0969 2.4014 -3.6841 0.2500
H 2.5777 3.9594 -3.0560 0.2398
H 0.4525 2.0789 -1.8555 0.2525
H 0.1567 3.6022 -2.6822 0.2418
H 1.8301 4.3764 -0.7338 0.4191
H 0.4650 4.6763 0.8973 0.2255
H -1.5812 5.0539 1.5534 0.2241
H -3.8110 5.6506 2.3268 0.2326
H -4.2009 4.2785 3.3625 0.2414
H -5.1708 4.6059 1.9299 0.2375
H -4.6921 2.1879 1.2157 0.2304
H -4.4701 0.3367 -0.1112 0.2051
H -4.2598 -1.3730 -1.7529 0.2231
H -4.2885 -1.9854 -0.0860 0.2264
H -2.3197 -2.8452 -2.2576 0.2144
H -3.6528 -3.7665 -1.5898 0.2556
H -1.7798 -4.5368 -0.3202 0.2123
H -2.5164 -3.3221 0.7401 0.2561
H 0.1972 -4.4514 0.1351 0.2066
H 2.4292 -4.8306 0.3877 0.2297
Cl 0.4634 -2.6740 3.5586 -0.0348
C -0.7702 -1.3925 3.7100 -0.4636
C -1.4478 -1.2489 2.3585 0.7710
O -2.5459 -1.6943 2.1205 -0.6294
O -0.6433 -0.6741 1.4938 -0.6385
H -0.2640 -0.4818 4.0143 0.2386
H -1.4967 -1.7088 4.4514 0.2510
```

---

Below is C5H7NO2 in the gas phase, with properties calculated with the ωB97M-V functional and the def2-TZVPD basis.

Properties
Total charge: 0
Structure (SMILES): C#C[C@@](C)(O)C(N)=O
Energy above the lowest of the compared OMol25 structures with the same formula, charge and spin, eV: 1.791
HOMO, eV: -9.62
Largest force on an atom, eV Å⁻¹: 3.01
Kohn-Sham gap, eV: 10.3412
Lowest unoccupied orbital energy, eV: 0.72
Calculated total energy, eV: -10881.82633

```
15
Properties=species:S:1:pos:R:3:nbo_charge:R:1
C 2.2732 1.1864 0.8102 -0.2178
C 1.2923 0.6284 0.4087 -0.0401
C 0.1921 -0.2939 -0.0917 0.1092
C 0.2751 -0.6189 -1.5749 -0.6068
O 0.1355 -1.4771 0.6690 -0.7038
C -0.9819 0.6845 0.1815 0.6545
N -1.9801 0.0812 0.8811 -0.8250
O -1.1016 1.7628 -0.3682 -0.6042
H 3.1348 1.7214 1.0846 0.2369
H 1.2477 -1.0578 -1.7897 0.2245
H -0.5178 -1.3160 -1.8359 0.2245
H 0.1667 0.2850 -2.1682 0.2426
H 0.5660 -1.3224 1.5188 0.4892
H -2.8801 0.5302 0.9196 0.4046
H -1.8219 -0.7939 1.3552 0.4118
```

---

Below is a gas-phase ion, C4H11N2S (charge -1), with properties calculated with the ωB97M-V functional and the def2-TZVPD basis.

Properties
Total charge: -1
Structure (SMILES): NCCNCC[S-]
Energy above the lowest of the compared OMol25 structures with the same formula, charge and spin, eV: 1.236
HOMO, eV: -2.33
Largest force on an atom, eV Å⁻¹: 1.08
Kohn-Sham gap, eV: 5.9001
Lowest unoccupied orbital energy, eV: 3.57
Calculated total energy, eV: -18141.86262

```
18
Properties=species:S:1:pos:R:3:nbo_charge:R:1
N 1.4146 -0.3666 1.3041 -0.8608
C 1.8706 -0.0315 -0.0369 -0.2251
C 0.8026 0.3643 -1.0585 -0.2201
N -0.3236 -0.5283 -1.1930 -0.6554
C -1.4882 -0.4406 -0.2850 -0.2474
C -1.5850 0.7923 0.6063 -0.5372
S -3.3029 0.9462 1.2731 -0.7299
H 1.7303 -1.2804 1.5612 0.3461
H 0.4144 -0.2985 1.4321 0.3800
H 2.3628 -0.8895 -0.4453 0.1536
H 2.6125 0.7698 -0.0221 0.1590
H 0.4599 1.3838 -0.8968 0.1996
H 1.3075 0.3447 -2.0285 0.1740
H -0.0300 -1.4883 -1.3131 0.3420
H -2.3806 -0.4295 -0.9018 0.1968
H -1.5461 -1.2749 0.4067 0.1719
H -0.9848 0.7236 1.5213 0.1749
H -1.3337 1.7033 0.0763 0.1782
```

---

Below is 2 unconnected molecules or ions with the total composition C4H12, with properties calculated with the ωB97M-V functional and the def2-TZVPD basis.

Properties
Total charge: 0
Structure (SMILES): CC.CC
Energy above the lowest of the compared OMol25 structures with the same formula, charge and spin, eV: 0.411
HOMO, eV: -11.46
Largest force on an atom, eV Å⁻¹: 1.91
Kohn-Sham gap, eV: 12.5784
Lowest unoccupied orbital energy, eV: 1.12
Calculated total energy, eV: -4342.11770

```
16
Properties=species:S:1:pos:R:3:nbo_charge:R:1
C 0.7959 1.5590 1.0941 -0.6047
C 1.8643 2.0627 0.1223 -0.6018
H 0.9694 0.4979 1.3230 0.1994
H 0.9882 2.1508 1.9885 0.2070
H -0.1796 1.6609 0.6332 0.2040
H 1.8826 1.6316 -0.8629 0.2013
H 1.6637 3.1447 0.0236 0.1956
H 2.8840 2.0272 0.5189 0.2001
C -1.9039 -2.2487 -1.0201 -0.6191
C -0.8581 -1.5058 -0.1977 -0.6105
H -1.5277 -3.2179 -1.3134 0.2133
H -2.8597 -2.1276 -0.4975 0.2089
H -2.1760 -1.6936 -1.9197 0.2033
H 0.1468 -1.6073 -0.6392 0.1975
H -0.9821 -0.4383 -0.0708 0.2044
H -0.7078 -1.8954 0.8175 0.2014
```

---

Below is a molecular structure, C28H45CoN3O9SSi, with properties calculated with the ωB97M-V functional and the def2-TZVPD basis.

Properties
Total charge: 0
Energy above the lowest of the compared OMol25 structures with the same formula, charge and spin, eV: 0.000
HOMO (alpha / beta), eV: -9.01 / -8.80
Largest force on an atom, eV Å⁻¹: 1.24
Kohn-Sham gap (alpha / beta), eV: 8.7695 / 8.5610
Lowest unoccupied orbital energy (alpha / beta), eV: -0.24 / -0.24
Multiplicity: 4
Calculated total energy, eV: -109009.78223

```
88
Properties=species:S:1:pos:R:3:mulliken_spin:R:1
Co -0.9652 0.6357 -0.7839 2.6867
O -2.2853 -0.6538 -1.7150 0.0329
S -2.2594 -1.3130 -3.0859 0.0104
C -3.2100 -2.8353 -2.8650 0.0028
C -2.4361 -3.9130 -3.6068 0.0011
C -0.9767 -3.7162 -3.1962 0.0005
C -0.6872 -2.2164 -3.2725 -0.0004
H -4.2241 -2.6730 -3.2235 0.0007
H -3.2219 -3.0015 -1.7855 -0.0005
H -2.5489 -3.7839 -4.6862 0.0002
H -2.8102 -4.9056 -3.3562 0.0001
H -0.2985 -4.2756 -3.8393 0.0000
H -0.8316 -4.0689 -2.1740 0.0000
H -0.2566 -1.8947 -4.2178 0.0000
H -0.0554 -1.8394 -2.4697 0.0069
N -3.1601 5.9162 -3.2254 0.0017
C -2.6883 4.7588 -2.6958 0.0001
C -1.3176 4.5572 -2.4918 0.0012
C -0.8883 3.3647 -1.9628 0.0080
N -1.7145 2.3686 -1.6215 0.0417
C -3.0243 2.5569 -1.8207 0.0102
C -3.5513 3.7128 -2.3443 0.0014
H -2.5402 6.6780 -3.4270 -0.0003
H -4.1458 6.0727 -3.3210 -0.0002
H -0.5989 5.3216 -2.7536 0.0003
H 0.1671 3.1786 -1.8096 0.0041
H -3.6659 1.7287 -1.5482 0.0018
H -4.6197 3.8054 -2.4850 0.0001
C -3.3556 0.1846 3.0594 -0.0021
C -2.3502 0.2155 4.2063 0.0006
C -2.5827 1.4385 5.0830 0.0006
C -2.4336 -1.0636 5.0301 0.0006
O -1.0216 0.3430 3.7025 -0.0123
Si -0.3443 -0.2918 2.3509 0.0172
O -0.8533 0.4504 1.0394 0.1170
O -0.7095 -1.8983 2.3446 -0.0046
C -0.0689 -2.9670 1.6564 -0.0074
C -1.1059 -4.0788 1.5509 0.0001
C 1.1366 -3.4286 2.4668 -0.0001
C 0.3590 -2.5190 0.2628 0.0190
O 1.2857 -0.1857 2.5210 0.0078
C 2.1027 0.9004 2.9568 -0.0009
C 1.6029 2.2062 2.3468 -0.0026
C 2.0732 0.9644 4.4792 -0.0003
C 3.5097 0.5877 2.4641 0.0007
H -4.3727 0.1603 3.4544 -0.0002
H -3.2041 -0.6984 2.4369 -0.0014
H -3.2375 1.0682 2.4321 -0.0007
H -3.5700 1.4016 5.5457 -0.0001
H -2.5083 2.3476 4.4857 0.0001
H -1.8293 1.4808 5.8704 -0.0001
H -3.4326 -1.1813 5.4538 0.0001
H -1.7106 -1.0284 5.8460 0.0000
H -2.2088 -1.9263 4.4044 -0.0003
H -1.4239 -4.3919 2.5457 0.0000
H -0.6960 -4.9450 1.0277 0.0000
H -1.9824 -3.7182 1.0096 -0.0001
H 0.8188 -3.7031 3.4734 0.0000
H 1.8688 -2.6263 2.5432 -0.0001
H 1.6048 -4.2965 1.9986 0.0001
H -0.5165 -2.1784 -0.2943 0.0035
H 0.8236 -3.3494 -0.2740 0.0003
H 1.0782 -1.7001 0.3128 -0.0010
H 0.6053 2.4471 2.7160 0.0001
H 1.5546 2.1141 1.2609 0.0015
H 2.2763 3.0262 2.6023 -0.0001
H 1.0544 1.1238 4.8280 0.0001
H 2.7046 1.7785 4.8390 0.0000
H 2.4415 0.0266 4.8975 0.0002
H 3.5455 0.6073 1.3740 -0.0001
H 3.8077 -0.4051 2.8016 -0.0001
H 4.2252 1.3167 2.8474 0.0000
O 0.3994 0.7107 -3.9051 -0.0004
C 1.1328 0.6013 -2.9257 0.0131
O 0.7435 0.4530 -1.7158 0.0415
C 2.6342 0.7008 -3.0961 0.0007
C 3.4770 0.6314 -1.9912 0.0092
C 4.8497 0.7234 -2.1520 -0.0006
C 5.3482 0.8792 -3.4325 -0.0001
C 4.5362 0.9489 -4.5500 0.0004
C 3.1665 0.8597 -4.3708 -0.0015
N 6.8114 0.9757 -3.6158 0.0001
O 7.4987 1.0159 -2.6168 0.0000
O 7.2211 1.1680 -4.7421 -0.0001
H 3.0403 0.4987 -1.0108 -0.0093
H 5.5283 0.6744 -1.3135 0.0000
H 4.9792 1.0698 -5.5268 0.0000
H 2.4879 0.9150 -5.2103 0.0001
```

---

Below is 2 unconnected molecules or ions with the total composition C10H15NO2, with properties calculated with the ωB97M-V functional and the def2-TZVPD basis.

Properties
Total charge: 0
Structure (SMILES): Cc1ccc(O)cc1.CCC(N)=O
Energy above the lowest of the compared OMol25 structures with the same formula, charge and spin, eV: 1.144
HOMO, eV: -8.73
Largest force on an atom, eV Å⁻¹: 2.78
Kohn-Sham gap, eV: 9.3604
Lowest unoccupied orbital energy, eV: 0.63
Calculated total energy, eV: -16197.94832

```
28
Properties=species:S:1:pos:R:3:nbo_charge:R:1
C -0.4285 -0.1258 -2.9084 -0.6349
C -0.6115 -1.1137 -1.7769 -0.0513
C 0.3962 -1.8868 -1.2215 -0.2012
C 0.1655 -2.6218 -0.0369 -0.2820
C -0.9853 -2.3381 0.6756 0.2954
O -1.1236 -2.9138 1.9092 -0.6813
C -2.0826 -1.7867 0.0462 -0.2722
C -1.8812 -1.2081 -1.2023 -0.1899
H -1.1671 -0.1444 -3.7024 0.2221
H 0.6056 -0.3001 -3.2600 0.2162
H -0.5750 0.9183 -2.6263 0.2180
H 1.4424 -1.8314 -1.5609 0.2138
H 0.9459 -3.3066 0.2755 0.2171
H -0.3180 -3.2375 2.3147 0.4862
H -3.1128 -1.8469 0.3906 0.2356
H -2.6986 -0.7574 -1.7553 0.2091
C 2.4645 2.2215 0.8064 -0.5946
C 1.3101 1.4924 1.5306 -0.5123
C 0.2222 2.4862 1.6395 0.6676
N -0.9680 2.1953 0.9946 -0.8336
O 0.3783 3.4622 2.3407 -0.6102
H 2.1087 2.7817 -0.0126 0.2087
H 3.1769 1.4406 0.4855 0.2045
H 2.8709 2.9141 1.5487 0.2266
H 1.1734 0.5347 1.0052 0.2104
H 1.5256 0.9873 2.5307 0.2360
H -1.8567 2.6452 1.1175 0.4042
H -0.9774 1.3395 0.4522 0.3920
```

---

Question: What is the total charge in the second record?
Answer: 0